Formula: C33H49AsN5OOsSi2
Source: the OMol25 dataset
Level of theory: ωB97M-V with the def2-TZVPD basis set

```
! wB97M-V def2-TZVPD RIJCOSX def2/J DEFGRID3
* xyz 0 2
Os 0.19 -0.66 0.37
C -2.09 0.76 -2.73
C -2.61 -0.14 -1.61
C -2.72 0.56 -0.25
N -1.64 0.29 0.71
C -1.92 0.52 1.99
C -3.08 1.24 2.38
C -3.66 1.47 3.62
C -3.27 1.07 4.88
C -2.11 0.36 5.18
C -1.10 -0.07 4.36
C -0.91 0.02 2.95
N 0.20 -0.37 2.38
C 1.33 -0.80 3.21
C 2.61 -1.03 2.41
C 2.55 -2.23 1.47
N 1.72 -1.94 0.30
C 1.64 -2.81 -0.69
C 2.29 -4.06 -0.64
C 2.38 -5.08 -1.57
C 1.83 -5.19 -2.84
C 1.01 -4.26 -3.47
C 0.60 -3.01 -3.05
C 0.85 -2.29 -1.85
N 0.38 -1.06 -1.65
C 0.27 -0.16 -2.81
C -0.61 1.06 -2.59
H -2.27 0.28 -3.70
H -2.67 1.69 -2.73
H -3.61 -0.49 -1.89
H -1.97 -1.01 -1.53
H -2.80 1.64 -0.42
H -3.66 0.24 0.21
H -3.61 1.71 1.57
H -4.57 2.06 3.58
H -3.92 1.34 5.70
H -1.97 0.12 6.23
H -0.32 -0.60 4.88
H 1.53 -0.04 3.96
H 1.07 -1.74 3.73
H 2.84 -0.14 1.83
H 3.42 -1.19 3.13
H 3.57 -2.47 1.14
H 2.16 -3.09 2.01
H 2.81 -4.27 0.28
H 2.99 -5.92 -1.25
H 2.05 -6.09 -3.39
H 0.63 -4.55 -4.44
H -0.06 -2.52 -3.74
H 1.27 0.16 -3.05
H -0.12 -0.68 -3.69
H -0.41 1.48 -1.60
H -0.32 1.81 -3.33
C -0.93 4.15 0.43
Si 0.59 3.54 1.36
C 1.78 4.98 1.59
C 0.06 3.06 3.10
As 1.61 1.76 0.27
Si 2.69 2.93 -1.44
C 1.76 4.38 -2.21
C 4.32 3.59 -0.79
C 3.11 1.78 -2.87
H -1.40 5.02 0.90
H -1.67 3.35 0.40
H -0.67 4.41 -0.60
H 1.31 5.79 2.15
H 2.13 5.38 0.63
H 2.67 4.65 2.14
H -0.01 3.93 3.75
H 0.77 2.36 3.54
H -0.92 2.57 3.10
H 1.64 5.20 -1.50
H 0.76 4.07 -2.53
H 2.28 4.77 -3.08
H 4.17 4.27 0.05
H 4.87 4.12 -1.57
H 4.95 2.77 -0.43
H 2.25 1.64 -3.53
H 3.42 0.79 -2.51
H 3.92 2.18 -3.48
O -1.06 -2.67 0.79
N -1.83 -3.30 -0.06
C -1.36 -4.33 -0.79
C -2.17 -5.02 -1.65
C -3.50 -4.64 -1.80
C -3.96 -3.57 -1.05
C -3.11 -2.92 -0.19
H -0.31 -4.56 -0.64
H -1.76 -5.84 -2.22
H -4.16 -5.17 -2.48
H -4.99 -3.23 -1.14
H -3.40 -2.09 0.44
*
```

Summary:
Gap between HOMO and LUMO (spin up / spin down): 5.86 / 5.71 eV
LUMO energy (spin up / spin down): -0.29 / -0.38 eV
ΔE to the lowest compared entry with this formula, charge and spin: 78.9 kJ/mol

Löwdin population analysis, charges in e, atoms 1 to 6: number 1, Os, carries 1.23; number 2, C, carries -0.20; number 3, C, carries -0.20; number 4, C, carries -0.23; number 5, N, carries -0.13; number 6, C, carries -0.26

Formula: C33H49Cl2FeGeN6O3Si3
Source: the OMol25 dataset
Level of theory: ωB97M-V with the def2-TZVPD basis set

```
! wB97M-V def2-TZVPD RIJCOSX def2/J DEFGRID3
* xyz 0 6
Fe 1.26 1.09 0.15
Cl 0.12 4.90 -5.35
C -0.05 4.20 -3.78
C 1.09 3.84 -3.08
C 0.98 3.26 -1.81
N 1.97 2.70 -1.07
C 3.30 2.78 -1.37
O 3.81 3.42 -2.30
C 4.09 2.00 -0.43
C 5.49 2.08 -0.42
C 6.22 1.32 0.46
C 5.51 0.47 1.33
C 4.13 0.45 1.27
N 3.42 1.19 0.43
C -0.32 3.15 -1.22
C -1.44 3.49 -1.95
C -1.31 4.00 -3.24
Cl -2.72 4.40 -4.14
N -0.29 2.81 0.11
C -0.56 1.70 0.69
O -0.91 0.59 0.02
C -0.17 1.60 2.09
C -0.61 2.43 3.12
C -0.08 2.28 4.38
C 0.92 1.29 4.57
C 1.32 0.54 3.49
N 0.81 0.66 2.26
H 2.06 3.98 -3.51
H 5.96 2.75 -1.13
H 7.30 1.37 0.49
H 6.04 -0.16 2.03
H 3.55 -0.20 1.91
H -2.43 3.39 -1.52
H -1.36 3.17 2.90
H -0.41 2.89 5.21
H 1.37 1.14 5.54
H 2.08 -0.23 3.61
C -4.07 1.65 3.21
Si -4.13 1.04 1.39
C -5.73 0.00 1.21
C -4.33 2.58 0.28
Ge -2.36 -0.51 0.68
Si -1.57 -2.07 2.38
C 0.18 -2.73 2.05
C -1.67 -1.35 4.15
C -2.83 -3.51 2.28
Si -2.56 -1.46 -1.53
C -1.09 -2.65 -1.79
C -4.14 -2.54 -1.72
C -2.58 -0.07 -2.85
H -5.06 1.62 3.66
H -3.70 2.67 3.28
H -3.42 1.03 3.82
H -6.61 0.62 1.32
H -5.77 -0.79 1.95
H -5.78 -0.47 0.23
H -5.20 3.17 0.58
H -4.47 2.29 -0.76
H -3.46 3.22 0.35
H 0.79 -1.93 1.66
H 0.17 -3.53 1.30
H 0.64 -3.12 2.95
H -1.02 -0.49 4.26
H -1.37 -2.08 4.89
H -2.69 -1.04 4.39
H -2.93 -3.87 1.26
H -3.82 -3.19 2.61
H -2.54 -4.35 2.90
H -1.28 -3.60 -1.29
H -0.19 -2.23 -1.36
H -0.91 -2.86 -2.84
H -4.22 -3.26 -0.92
H -4.13 -3.08 -2.65
H -5.04 -1.93 -1.71
H -1.86 0.70 -2.60
H -3.56 0.40 -2.91
H -2.35 -0.44 -3.85
C 1.33 0.16 -2.51
N 2.06 -1.07 -2.34
C 2.69 -1.66 -3.51
C 2.86 -3.15 -3.29
C 3.66 -3.34 -2.01
N 3.04 -2.63 -0.91
C 3.43 -3.06 0.41
C 2.28 -1.53 -1.08
O 1.74 -0.98 -0.11
H 0.37 -0.02 -3.01
H 1.92 0.86 -3.10
H 1.16 0.60 -1.50
H 3.66 -1.19 -3.70
H 2.05 -1.46 -4.37
H 3.38 -3.61 -4.13
H 1.88 -3.62 -3.19
H 4.68 -2.98 -2.15
H 3.71 -4.40 -1.73
H 3.05 -4.06 0.61
H 3.02 -2.36 1.14
H 4.52 -3.07 0.50
*
```

Summary:
Gap between HOMO and LUMO (spin up / spin down): 3.00 / 6.34 eV
LUMO energy (spin up / spin down): -0.60 / -0.35 eV
ΔE to the lowest compared entry with this formula, charge and spin: 422.7 kJ/mol

Löwdin population analysis, charges in e, atoms 1 to 6: number 1, Fe, carries 0.82; number 2, Cl, carries 0.66; number 3, C, carries -0.69; number 4, C, carries -0.04; number 5, C, carries -0.23; number 6, N, carries 0.02

Formula: C33H49Cl48NO3Si
Source: the OMol25 dataset
Level of theory: ωB97M-V with the def2-TZVPD basis set

```
! wB97M-V def2-TZVPD RIJCOSX def2/J DEFGRID3
* xyz 0 1
C 4.11 -1.70 -0.23
C 2.53 -1.40 -0.57
C 1.94 -2.47 -1.65
C 0.84 -1.74 -2.57
C -0.61 -2.49 -2.57
C -1.39 -2.37 -1.17
Si -2.70 -0.98 -1.06
C -3.17 -0.15 -2.72
C -2.88 1.47 -2.75
C -1.34 1.79 -3.04
C -0.81 3.14 -2.30
O -1.30 3.29 -0.94
C -0.28 3.04 0.03
C 0.86 1.93 -0.08
O -0.32 3.75 1.09
N -2.02 0.34 0.01
C -1.57 -0.17 1.11
O -1.03 -0.85 2.01
C -4.24 -1.69 -0.17
C -4.88 -0.57 0.85
C -5.45 -2.15 -1.14
C -5.00 -2.97 -2.45
H 4.60 -2.15 -1.16
H 4.67 -0.70 -0.03
H 4.24 -2.32 0.72
H 2.53 -0.33 -1.01
H 1.91 -1.36 0.40
H 2.84 -2.72 -2.34
H 1.59 -3.44 -1.15
H 0.79 -0.65 -2.24
H 1.20 -1.78 -3.67
H -1.20 -2.19 -3.49
H -0.35 -3.61 -2.70
H -1.93 -3.38 -0.98
H -0.58 -2.31 -0.34
H -4.33 -0.23 -2.81
H -2.74 -0.64 -3.66
H -3.57 1.91 -3.56
H -3.27 1.87 -1.74
H -1.08 1.85 -4.17
H -0.71 0.93 -2.62
H -1.26 4.02 -2.89
H 0.33 3.20 -2.41
H 1.90 2.40 -0.24
H 0.67 1.17 -0.91
H 0.88 1.37 0.92
H -3.98 -2.60 0.51
H -4.75 0.45 0.33
H -6.02 -0.73 0.94
H -4.37 -0.62 1.89
H -6.11 -2.87 -0.51
H -6.10 -1.23 -1.34
H -5.06 -2.26 -3.37
H -4.01 -3.52 -2.37
H -5.82 -3.77 -2.65
C -7.45 2.13 2.29
Cl -7.98 1.42 0.76
Cl -8.79 2.96 3.09
Cl -6.77 0.88 3.35
H -6.67 2.85 2.08
C -8.73 -5.82 -1.82
Cl -8.75 -7.11 -3.03
Cl -7.08 -5.51 -1.27
Cl -9.46 -4.34 -2.46
H -9.32 -6.15 -0.96
C 5.54 -5.26 -2.51
Cl 4.76 -5.73 -0.99
Cl 4.32 -4.95 -3.76
Cl 6.56 -3.84 -2.27
H 6.17 -6.09 -2.84
C 1.13 7.11 2.33
Cl 1.30 8.80 1.83
Cl 2.67 6.48 2.94
Cl -0.14 6.95 3.55
H 0.84 6.52 1.46
C 10.21 -3.06 -2.05
Cl 10.19 -4.34 -3.28
Cl 11.85 -2.76 -1.48
Cl 9.49 -1.57 -2.70
H 9.60 -3.39 -1.21
C 12.29 -3.74 2.83
Cl 14.01 -3.81 2.42
Cl 11.84 -2.12 3.36
Cl 11.30 -4.24 1.46
H 12.11 -4.43 3.66
C 13.05 0.89 -0.50
Cl 12.54 0.19 -2.05
Cl 11.70 1.72 0.28
Cl 13.70 -0.37 0.56
H 13.84 1.62 -0.69
C 2.10 2.74 3.61
Cl 2.10 3.50 5.21
Cl 3.75 2.54 3.02
Cl 1.25 1.19 3.65
H 1.57 3.40 2.92
C -5.10 4.48 -0.23
Cl -6.11 5.01 1.13
Cl -5.04 2.72 -0.33
Cl -5.70 5.17 -1.74
H -4.09 4.85 -0.06
C -2.90 8.75 5.76
Cl -3.65 8.29 7.30
Cl -4.15 9.06 4.54
Cl -1.87 10.16 5.96
H -2.29 7.92 5.41
C -6.65 4.04 6.69
Cl -6.70 2.76 5.46
Cl -4.98 4.33 7.21
Cl -7.37 5.53 6.06
H -7.23 3.71 7.55
C -10.93 5.53 0.49
Cl -9.88 4.11 0.46
Cl -12.38 5.22 1.46
Cl -10.05 6.94 1.13
H -11.23 5.75 -0.53
C -0.75 4.29 -6.15
Cl 0.33 2.89 -6.19
Cl -2.19 3.95 -5.19
Cl 0.10 5.71 -5.52
H -1.06 4.51 -7.17
C -6.51 -7.48 2.56
Cl -5.42 -6.69 1.42
Cl -8.19 -7.34 2.02
Cl -6.07 -9.18 2.76
H -6.42 -6.99 3.52
C 8.99 -6.93 -6.24
Cl 8.49 -7.63 -7.78
Cl 7.64 -6.10 -5.46
Cl 9.65 -8.19 -5.17
H 9.78 -6.20 -6.43
C 9.32 -1.82 6.80
Cl 9.31 -3.10 5.57
Cl 10.97 -1.53 7.37
Cl 8.61 -0.34 6.16
H 8.72 -2.16 7.64
*
```

Summary:
Gap between HOMO and LUMO: 10.03 eV
LUMO energy: 0.17 eV

Löwdin population analysis, charges in e, atoms 1 to 6: number 1, C, carries -0.13; number 2, C, carries -0.24; number 3, C, carries -0.20; number 4, C, carries -0.20; number 5, C, carries -0.25; number 6, C, carries -0.24

Formula: C33H49ClMoO4P4S
Source: the OMol25 dataset
Level of theory: ωB97M-V with the def2-TZVPD basis set

```
! wB97M-V def2-TZVPD RIJCOSX def2/J DEFGRID3
* xyz 2 3
P 1.05 2.41 -4.38
C -0.23 3.52 -4.94
C 0.07 4.84 -5.32
H 1.08 5.23 -5.19
C -0.92 5.65 -5.89
H -0.68 6.67 -6.19
C -2.22 5.15 -6.08
H -2.99 5.77 -6.53
C -2.52 3.84 -5.67
H -3.53 3.45 -5.82
C -1.54 3.03 -5.10
H -1.77 2.02 -4.78
C 2.49 3.33 -3.81
C 2.34 4.26 -2.77
H 1.34 4.53 -2.42
C 3.47 4.83 -2.18
H 3.34 5.53 -1.35
C 4.74 4.52 -2.65
H 5.63 4.96 -2.18
C 4.89 3.64 -3.74
H 5.89 3.41 -4.12
C 3.77 3.06 -4.33
H 3.89 2.41 -5.19
C 1.53 1.23 -5.68
C 1.74 1.69 -7.00
H 1.59 2.74 -7.24
C 2.14 0.79 -7.99
H 2.32 1.15 -9.00
C 2.30 -0.57 -7.69
H 2.60 -1.28 -8.47
C 2.05 -1.04 -6.40
H 2.14 -2.10 -6.15
C 1.67 -0.14 -5.40
H 1.45 -0.53 -4.41
Mo 0.07 0.51 -0.98
C 1.79 0.09 0.17
C 3.01 0.21 -0.44
H 1.75 -0.22 1.22
C 2.98 0.55 -1.93
O 3.80 -0.43 -2.64
H 3.75 -0.29 -3.61
C 1.56 0.48 -2.30
H 3.37 1.57 -2.09
C 0.52 1.16 -2.93
Cl -2.26 0.74 -1.45
P -0.18 -1.86 -0.87
P -0.26 2.19 0.81
C -1.67 -2.42 -0.01
H -2.54 -1.93 -0.46
H -1.58 -2.14 1.05
H -1.73 -3.51 -0.11
C -0.35 -2.47 -2.58
H 0.61 -2.40 -3.10
H -1.10 -1.88 -3.12
H -0.66 -3.53 -2.55
C 1.15 -2.89 -0.20
H 1.44 -2.54 0.80
H 2.03 -2.83 -0.86
H 0.80 -3.93 -0.12
C -1.77 1.89 1.77
H -1.66 0.90 2.25
H -2.64 1.89 1.10
H -1.86 2.67 2.53
C 1.03 2.37 2.07
H 1.99 2.57 1.59
H 1.10 1.43 2.64
H 0.77 3.19 2.76
C -0.46 3.83 0.06
H -1.25 3.78 -0.70
H 0.48 4.13 -0.42
H -0.73 4.55 0.84
P 4.60 -0.07 0.41
C 4.37 -0.37 2.15
C 5.59 1.42 0.24
H 3.46 -0.93 2.39
H 4.34 0.59 2.68
H 5.24 -0.94 2.49
H 5.50 1.83 -0.77
H 6.64 1.15 0.44
H 5.26 2.16 0.98
C 5.42 -1.47 -0.33
H 5.07 -2.39 0.16
H 6.51 -1.35 -0.17
H 5.18 -1.47 -1.40
H -0.29 0.57 -3.41
C -0.02 -1.20 5.10
S 0.29 -1.75 3.42
O 1.75 -1.62 3.24
O -0.21 -3.12 3.32
O -0.46 -0.79 2.58
H 0.46 -1.90 5.79
H -1.09 -1.17 5.28
H 0.41 -0.20 5.23
*
```

Summary:
Gap between HOMO and LUMO (spin up / spin down): 6.12 / 5.54 eV
LUMO energy (spin up / spin down): -6.83 / -7.42 eV
ΔE to the lowest compared entry with this formula, charge and spin: 0.0 kJ/mol

Löwdin population analysis, charges in e, atoms 1 to 6: number 1, P, carries 1.15; number 2, C, carries -0.33; number 3, C, carries -0.07; number 4, H, carries 0.11; number 5, C, carries -0.05; number 6, H, carries 0.12

| no. | total energy (eV) |
| --- | --- |
| 1 | -123574.2745 |
| 2 | -189682.6094 |
| 3 | -651598.2776 |
| 4 | -105560.1235 |